Molecular formula: C4H5NO2
Method: DFT, ωB97M-V/def2-TZVPD

```
12
Properties=species:S:1:pos:R:3:forces:R:3
O 2.884 -0.238 -0.315 -0.54 0.01 -0.15
C 1.705 -0.168 -0.553 0.32 0.02 0.09
C 0.689 0.306 0.439 0.22 -0.07 0.14
C -0.436 1.182 -0.110 -0.14 0.23 -0.12
N -0.643 -0.145 0.291 -0.19 -0.10 0.00
C -1.526 -1.177 0.317 -0.15 0.03 -0.04
O -2.691 -1.080 0.005 0.37 -0.07 0.05
H 1.277 -0.436 -1.545 0.10 -0.02 0.09
H 1.061 0.495 1.444 -0.01 0.00 -0.14
H -0.449 1.394 -1.180 0.03 -0.04 0.14
H -0.816 1.976 0.528 0.07 -0.10 -0.04
H -1.056 -2.109 0.677 -0.08 0.09 -0.04
```
Positions in Å, forces in eV/Å.



Molecular formula: C2H5NO3S
Method: DFT, ωB97M-V/def2-TZVPD

```
12
Properties=species:S:1:pos:R:3:forces:R:3
C -0.534 -0.056 -0.424 2.73 -1.13 2.29
C 0.291 1.036 0.302 1.27 -1.46 -1.60
N 1.462 -1.164 -0.355 0.98 -1.41 -1.30
O 2.868 1.051 -0.644 -0.85 -0.61 -0.04
O 0.451 -0.828 -1.188 -1.32 0.17 -0.53
O 1.041 -2.106 0.630 -0.46 0.60 0.88
S 2.034 0.314 0.322 0.32 0.54 1.59
H -0.919 -0.797 0.316 -0.41 0.96 -0.64
H -1.176 0.354 -1.108 -1.87 0.59 -1.53
H 0.461 1.962 -0.260 -0.54 -0.07 0.49
H 0.071 1.061 1.337 -0.47 0.78 0.91
H 0.889 -2.997 0.247 0.63 1.05 -0.53
```
Positions in Å, forces in eV/Å.



Molecular formula: C2H4NP
Method: DFT, ωB97M-V/def2-TZVPD

```
8
Properties=species:S:1:pos:R:3:forces:R:3
C 0.431 0.428 0.301 2.79 1.31 -0.75
C 1.119 -0.580 -0.193 0.65 3.80 -2.45
N -1.919 0.520 -0.522 0.53 0.95 -1.12
P -2.945 -0.184 0.229 -1.36 -0.88 0.87
H 0.012 0.320 1.259 -1.12 0.23 0.76
H 0.689 1.400 -0.142 -0.79 -0.11 0.64
H 1.740 -0.445 -1.085 -0.29 -0.33 0.37
H 0.874 -1.459 0.153 -0.41 -4.96 1.68
```
Positions in Å, forces in eV/Å.



Molecular formula: C35H16Cl2F9GeN4O2Tc
Method: DFT, ωB97M-V/def2-TZVPD

Computed properties:
- Total charge: +2

```
70
Properties=species:S:1:pos:R:3:forces:R:3
Tc -0.021 1.152 -0.566 -0.16 0.03 0.12
F -0.113 3.097 0.995 0.00 -0.01 -0.02
C 0.759 2.026 1.094 0.04 -0.01 0.11
F 0.513 1.400 2.256 0.00 0.00 -0.01
C 2.197 2.576 1.162 0.04 -0.01 -0.02
F 2.411 3.453 0.179 -0.01 -0.03 0.01
F 2.432 3.164 2.321 -0.01 -0.01 -0.02
F 3.055 1.552 1.011 -0.04 0.04 0.01
F -6.172 -1.218 2.807 0.00 0.00 0.02
C -5.377 -0.441 3.523 0.01 -0.01 -0.07
C -5.695 -0.169 4.802 -0.01 0.02 0.08
F -6.790 -0.689 5.307 0.00 0.00 -0.01
C -4.875 0.679 5.653 0.03 -0.02 -0.11
C -3.692 1.221 5.002 -0.03 -0.01 0.08
C -3.386 0.940 3.725 0.00 -0.01 -0.07
F -2.286 1.465 3.186 0.00 0.00 0.01
C -4.193 0.086 2.894 -0.03 0.03 0.12
C -3.863 -0.215 1.593 -0.04 0.06 -0.41
C -2.706 0.279 0.936 0.18 0.03 0.52
N -1.746 0.609 0.399 -0.04 -0.03 -0.15
C -4.609 -1.073 0.717 -0.01 -0.15 0.13
N -5.087 -1.788 -0.043 -0.01 0.08 -0.07
F -2.891 2.004 5.689 0.00 0.01 -0.02
C -5.185 0.940 6.951 -0.01 -0.02 0.07
C -6.338 0.408 7.616 0.01 0.00 -0.01
N -7.234 0.014 8.216 0.00 0.00 0.00
C -4.390 1.775 7.802 -0.01 0.07 -0.07
N -3.803 2.459 8.513 0.01 -0.04 0.03
Cl 1.784 2.809 -4.859 0.00 0.00 0.00
C 0.938 3.770 -3.640 0.03 0.03 0.01
Cl 1.955 5.002 -2.907 -0.01 -0.01 0.00
C 0.484 2.841 -2.547 0.05 -0.07 0.05
O -0.658 2.745 -2.139 -0.10 0.00 -0.05
O 1.417 2.078 -1.951 0.05 0.05 -0.07
H 0.071 4.238 -4.095 0.01 0.01 -0.01
C 0.737 -0.355 -0.166 0.10 0.01 -0.26
Ge 1.633 0.213 -2.347 -0.02 -0.01 0.03
C 3.469 -0.123 -2.093 0.11 0.00 0.00
C 3.930 -1.433 -2.261 -0.09 -0.03 -0.01
C 5.277 -1.704 -2.101 0.02 0.02 0.00
C 6.155 -0.676 -1.780 -0.01 0.02 0.00
C 5.696 0.626 -1.618 0.05 -0.03 0.00
C 4.351 0.912 -1.772 -0.08 0.04 -0.01
C 0.442 -0.421 -3.676 0.02 -0.04 -0.08
C 0.970 -0.803 -4.913 0.04 0.02 0.02
C 0.119 -1.260 -5.905 -0.02 0.00 0.00
C -1.248 -1.336 -5.665 -0.01 0.00 -0.01
C -1.777 -0.963 -4.435 0.01 -0.01 -0.02
C -0.932 -0.509 -3.438 0.01 0.03 0.08
C 1.299 -1.617 0.152 -0.08 -0.01 0.08
C 2.265 -1.731 1.162 0.01 -0.01 0.01
C 2.817 -2.971 1.421 -0.01 0.03 0.00
C 2.405 -4.082 0.691 0.01 -0.04 0.00
C 1.441 -3.973 -0.306 0.01 0.03 0.01
C 0.884 -2.741 -0.587 0.02 -0.01 0.01
H 3.246 -2.237 -2.512 0.01 0.00 -0.01
H 5.646 -2.712 -2.233 -0.01 -0.01 0.00
H 7.209 -0.891 -1.662 0.00 0.00 0.01
H 6.390 1.419 -1.376 -0.01 0.01 0.00
H 3.998 1.928 -1.652 -0.01 -0.01 0.00
H 2.036 -0.739 -5.105 0.00 -0.01 0.00
H 0.519 -1.557 -6.865 0.00 0.00 0.00
H -1.908 -1.694 -6.444 0.00 0.00 0.00
H -2.841 -1.034 -4.256 0.00 0.00 0.01
H -1.355 -0.248 -2.470 -0.01 -0.01 -0.01
H 2.573 -0.857 1.719 -0.01 0.01 0.00
H 3.564 -3.077 2.195 0.00 0.00 0.00
H 2.839 -5.050 0.907 0.00 0.00 0.00
H 1.124 -4.849 -0.855 0.00 0.00 0.00
H 0.125 -2.639 -1.354 0.00 0.01 0.00
```
Positions in Å, forces in eV/Å.



Molecular formula: C2H7N4P
Method: DFT, ωB97M-V/def2-TZVPD

Computed properties:
- Total charge: +2

```
14
Properties=species:S:1:pos:R:3:forces:R:3
C -0.120 1.206 1.197 -0.37 0.89 2.97
C -1.547 -0.504 0.398 -0.47 -2.49 -3.02
N 0.757 1.061 0.317 3.26 -0.16 -2.68
N -1.334 0.504 1.226 -0.25 2.80 1.20
N -0.783 -0.753 -0.659 -0.41 -0.75 0.12
N 1.735 -0.778 -1.481 1.54 -2.05 -0.47
P 0.514 0.313 -1.382 0.61 -0.74 -0.18
H 0.296 1.876 2.015 -1.86 -0.90 -0.30
H -2.431 -1.169 0.523 0.63 0.62 0.36
H 1.714 1.553 0.472 -2.07 -0.92 -0.31
H -2.165 0.915 1.775 1.80 -1.02 -0.67
H -0.883 -1.631 -1.309 -0.46 1.81 2.01
H 2.140 -1.351 -0.687 -0.89 0.99 -1.03
H 2.107 -1.244 -2.407 -1.08 1.91 2.00
```
Positions in Å, forces in eV/Å.



Molecular formula: C5H8O
Method: DFT, ωB97M-V/def2-TZVPD

```
14
Properties=species:S:1:pos:R:3:forces:R:3
C 0.310 -0.181 -1.737 0.88 0.40 1.81
C 0.992 -1.006 -2.519 0.44 -0.33 -0.68
C -0.772 0.246 1.958 -1.91 1.41 -0.76
O -0.767 1.458 2.731 0.25 -0.57 -0.24
C -0.453 0.460 0.499 1.51 -1.16 0.33
C 0.103 -0.466 -0.297 0.00 0.44 -0.59
H 0.126 0.884 -1.882 -0.57 -0.37 -1.19
H 1.531 -1.879 -2.156 -0.73 -0.19 0.38
H 1.166 -0.899 -3.579 -0.04 0.68 -0.09
H -0.253 -0.566 2.455 0.14 -0.19 -0.12
H -1.857 0.088 1.891 0.16 -0.82 0.52
H 0.068 1.879 2.557 0.59 0.45 0.11
H -0.635 1.430 0.064 -0.47 0.25 0.11
H 0.441 -1.449 0.014 -0.25 0.01 0.41
```
Positions in Å, forces in eV/Å.



The records above yield ΔE to the lowest compared entry with this formula, charge and spin values of 200.58 512.65 176.36 0.00 76.57 200.95 kJ/mol, respectively.
The records above yield HOMO energy values of -10.07 -9.51 -9.28 -14.01 -19.43 -8.79 eV, respectively.